Entry P
# C5H14N2O

2 unconnected molecules or ions with the total composition C5H14N2O (ωB97M-V/def2-TZVPD, the OMol25 dataset).

Atoms and positions in Å:
C: 1.725 1.484 -0.624
C: 0.824 1.605 0.354
C: 0.004 2.856 0.508
N: 0.686 0.641 1.361
H: 2.350 0.599 -0.699
H: 1.918 2.259 -1.350
H: 0.051 3.215 1.537
H: -1.046 2.630 0.289
H: 0.322 3.632 -0.181
H: -0.213 0.650 1.801
H: 0.849 -0.291 0.994
C: -0.815 -2.593 0.823
N: -0.071 -2.047 -0.293
C: -0.886 -1.137 -1.079
O: -0.163 -0.700 -2.196
H: -0.974 -1.863 1.622
H: -0.219 -3.361 1.321
H: -1.794 -3.013 0.554
H: 0.225 -2.799 -0.906
H: -1.813 -1.612 -1.430
H: -1.216 -0.314 -0.438
H: 0.255 0.160 -1.972

Output
SMILES   C=C(C)N.CNCO
Lowest unoccupied orbital energy   0.033 Ha
Highest occupied orbital energy   -0.310 hartree
Gap between HOMO and LUMO   9.3394 eV

Entry Q
# C5H14N2O

C5H14N2O in the gas phase (ωB97M-V/def2-TZVPD, the OMol25 dataset).

Atoms and positions in Å:
C: -2.544 0.691 0.384
N: -1.189 0.194 0.416
C: -0.760 -0.578 -0.742
C: -1.640 -1.849 -0.938
C: 0.685 -1.007 -0.536
N: 1.607 0.133 -0.509
C: 2.297 0.520 0.668
O: 1.754 1.694 1.323
H: -2.682 1.496 1.090
H: -3.250 -0.103 0.638
H: -2.895 1.096 -0.573
H: -0.519 0.946 0.525
H: -0.887 -0.029 -1.691
H: -2.681 -1.569 -0.900
H: -1.293 -2.629 -0.269
H: -1.423 -2.244 -1.922
H: 0.939 -1.582 -1.437
H: 0.770 -1.605 0.367
H: 1.447 0.835 -1.221
H: 3.354 0.728 0.502
H: 2.115 -0.240 1.410
H: 1.640 2.393 0.670

Output
SMILES   CN[C@H](C)CNCO
Lowest unoccupied orbital energy   0.034 Ha
Highest occupied orbital energy   -0.316 hartree
Gap between HOMO and LUMO   9.5049 eV

Entry R
# C5H14N2O

2 unconnected molecules or ions with the total composition C5H14N2O (ωB97M-V/def2-TZVPD, the OMol25 dataset).

Atoms and positions in Å:
C: -2.133 0.123 -1.101
C: -0.989 -0.588 -0.441
C: 0.307 -0.537 -0.862
C: 1.280 -1.652 -0.615
N: 0.753 0.428 -1.753
H: -2.818 -0.593 -1.556
H: -2.697 0.708 -0.371
H: -1.874 0.833 -1.889
H: -1.260 -1.426 0.185
H: 2.148 -1.267 -0.077
H: 0.827 -2.449 -0.032
H: 1.640 -2.075 -1.556
H: 0.078 1.098 -2.087
H: 1.734 0.429 -1.985
C: -0.023 1.820 1.208
O: 0.918 0.496 1.451
N: 0.591 -0.301 2.569
H: 0.648 2.467 1.767
H: -1.006 1.983 1.649
H: 0.011 2.153 0.173
H: 1.440 -0.410 3.126
H: 0.425 -1.240 2.195

Output
SMILES   C/C=C(/C)N.CON
Lowest unoccupied orbital energy   0.037 Ha
Highest occupied orbital energy   -0.265 hartree
Gap between HOMO and LUMO   8.2183 eV

Entry S
# C5H14N2O

C5H14N2O in the gas phase (ωB97M-V/def2-TZVPD, the OMol25 dataset).

Atoms and positions in Å:
C: 1.067 -1.135 1.562
C: -0.003 -1.088 0.480
C: -0.581 -2.452 0.153
N: -1.032 -0.125 0.778
C: -0.651 1.211 0.608
C: 0.241 1.276 -1.047
N: 0.870 2.565 -1.029
O: -0.896 1.159 -1.916
H: 1.540 -0.163 1.695
H: 0.631 -1.440 2.516
H: 1.839 -1.854 1.288
H: 0.493 -0.567 -0.463
H: 0.209 -3.118 -0.190
H: -1.046 -2.904 1.030
H: -1.330 -2.378 -0.637
H: -1.866 -0.321 0.239
H: -1.509 1.878 0.566
H: 0.132 1.515 1.295
H: 1.026 0.627 -1.460
H: 1.232 2.841 -1.938
H: 0.244 3.287 -0.693
H: -0.610 1.185 -2.837

Output
SMILES   CC(C)NC[C@H](N)O
Lowest unoccupied orbital energy   0.030 Ha
Highest occupied orbital energy   -0.305 hartree
Gap between HOMO and LUMO   9.1134 eV

Stability summary - winner: entry P; margin: 0.0042 hartree.

Entry P
# H22O11

11 unconnected molecules or ions with the total composition H22O11 (ωB97M-V/def2-TZVPD, the OMol25 dataset).

Atoms and positions in Å:
O: -0.080 -3.541 2.578
H: -0.370 -4.394 2.255
H: 0.187 -3.065 1.792
O: -0.057 -0.186 -0.559
H: -0.086 -0.836 0.143
H: 0.714 0.346 -0.361
O: -3.026 0.318 -0.484
H: -2.236 0.025 -0.938
H: -3.744 -0.110 -0.950
O: 2.476 1.278 -0.222
H: 3.110 1.577 0.430
H: 3.009 1.021 -0.974
O: 0.347 2.734 -2.327
H: 0.203 2.956 -3.247
H: 1.163 2.234 -2.325
O: -0.440 -0.659 -2.997
H: -1.011 -1.339 -2.638
H: 0.073 -0.357 -2.247
O: -0.885 2.578 0.369
H: -0.567 3.035 -0.410
H: -0.735 1.651 0.181
O: 1.966 3.967 -0.294
H: 1.710 3.053 -0.422
H: 2.144 4.292 -1.177
O: 2.048 -0.994 2.298
H: 2.049 -1.895 2.621
H: 2.568 -1.026 1.495
O: -2.129 -0.986 2.781
H: -1.864 -1.903 2.845
H: -1.581 -0.625 2.084
O: -1.499 -2.734 0.405
H: -1.456 -3.641 0.707
H: -2.001 -2.775 -0.409

Output
SMILES   O.O.O.O.O.O.O.O.O.O.O
Lowest unoccupied orbital energy   -0.016 Ha
Highest occupied orbital energy   -0.373 hartree
Gap between HOMO and LUMO   9.7132 eV

Entry Q
# H22O11

11 unconnected molecules or ions with the total composition H22O11 (ωB97M-V/def2-TZVPD, the OMol25 dataset).

Atoms and positions in Å:
O: 0.118 -0.331 1.244
H: -0.748 -0.263 0.826
H: 0.349 0.581 1.454
O: -2.070 -2.123 2.780
H: -2.801 -2.204 3.403
H: -1.919 -1.173 2.719
O: 2.003 3.210 -0.313
H: 2.936 3.074 -0.515
H: 1.782 2.480 0.277
O: 0.053 0.437 -1.355
H: 0.423 1.045 -0.706
H: -0.650 -0.017 -0.877
O: -0.309 3.192 -1.136
H: 0.079 3.984 -1.524
H: -0.389 3.405 -0.200
O: -2.351 -2.615 -2.871
H: -1.904 -2.892 -2.063
H: -2.890 -1.866 -2.595
O: -3.048 1.189 -0.834
H: -3.699 0.601 -0.435
H: -2.200 0.795 -0.599
O: 2.908 -1.579 -0.950
H: 2.477 -0.790 -0.604
H: 2.557 -1.666 -1.844
O: -3.383 1.583 1.416
H: -3.232 0.652 1.616
H: -2.604 2.027 1.768
O: 4.885 0.026 1.165
H: 4.318 -0.704 0.892
H: 5.761 -0.228 0.851
O: 0.928 -2.976 -0.354
H: 1.626 -3.109 0.297
H: 0.996 -3.745 -0.931

Output
SMILES   O.O.O.O.O.O.O.O.O.O.O
Lowest unoccupied orbital energy   -0.024 Ha
Highest occupied orbital energy   -0.381 hartree
Gap between HOMO and LUMO   9.7074 eV

Stability summary - winner: entry P; margin: 0.0757 hartree.

Entry P
# C5H12NO

A gas-phase ion, C5H12NO (charge +1) (ωB97M-V/def2-TZVPD, the OMol25 dataset).

Atoms and positions in Å:
C: 0.209 3.103 0.583
C: -0.500 0.983 -0.187
C: 0.656 -0.568 1.210
C: 0.887 -0.754 -1.192
C: -1.293 -1.245 -0.231
N: -0.096 -0.386 -0.064
O: 0.409 1.914 0.225
H: 1.027 3.742 0.630
H: -0.829 3.363 0.947
H: -1.519 1.252 0.195
H: 0.358 -1.513 1.444
H: 1.717 -0.352 0.908
H: 0.420 0.282 1.837
H: 1.757 -0.088 -0.963
H: 1.248 -1.806 -1.252
H: 0.421 -0.475 -2.158
H: -1.784 -0.815 -1.079
H: -1.118 -2.348 -0.402
H: -1.906 -1.154 0.701

Output
Net charge   +1
Lowest unoccupied orbital energy (alpha / beta)   -0.162 / -0.137 Ha
Highest occupied orbital energy (alpha / beta)   -0.442 / -0.465 hartree
Gap between HOMO and LUMO (alpha / beta)   7.6305 / 8.9176 eV

Entry Q
# C5H12NO

2 unconnected molecules or ions with the total composition C5H12NO (ωB97M-V/def2-TZVPD, the OMol25 dataset).

Atoms and positions in Å:
O: -2.226 -1.438 -1.171
C: -1.269 -1.060 -0.551
C: -1.204 0.383 -0.064
N: -2.492 1.024 -0.535
H: -0.441 -1.729 -0.283
H: -1.139 0.464 1.014
H: -0.375 0.886 -0.557
H: -2.347 1.992 -0.817
H: -2.849 0.432 -1.304
H: -3.184 1.009 0.214
C: 1.700 0.916 1.431
C: 2.296 -0.063 0.461
C: 3.600 -0.252 0.298
H: 0.871 0.570 2.046
H: 2.482 1.267 2.101
H: 1.362 1.789 0.860
H: 1.650 -0.684 -0.154
H: 3.904 -0.961 -0.459
H: 4.332 0.284 0.884

Output
Net charge   +1
Lowest unoccupied orbital energy   -0.144 Ha
Highest occupied orbital energy   -0.470 hartree
Gap between HOMO and LUMO   8.8829 eV

Entry R
# C5H12NO

A gas-phase ion, C5H12NO (charge +1) (ωB97M-V/def2-TZVPD, the OMol25 dataset).

Atoms and positions in Å:
C: -1.926 1.066 1.296
C: -1.189 0.354 0.184
N: -1.127 -1.098 0.582
C: 0.168 1.105 -0.078
C: 1.302 0.691 -1.107
C: 2.122 -0.527 -0.747
O: 1.658 -1.639 -0.643
H: -2.862 0.509 1.421
H: -2.344 2.049 1.049
H: -1.372 1.066 2.224
H: -1.752 0.362 -0.749
H: -0.808 -1.371 1.518
H: -0.234 -1.444 0.071
H: -1.886 -1.755 0.413
H: 0.675 1.044 0.908
H: -0.305 2.026 -0.409
H: 1.881 1.458 -1.618
H: 0.580 0.547 -1.972
H: 3.169 -0.363 -0.411

Output
Net charge   +1
SMILES   C[C@H]([NH3+])CCC=O
Lowest unoccupied orbital energy   -0.121 Ha
Highest occupied orbital energy   -0.524 hartree
Gap between HOMO and LUMO   10.9635 eV

Entry S
# C5H12NO

A gas-phase ion, C5H12NO (charge +1) (ωB97M-V/def2-TZVPD, the OMol25 dataset).

Atoms and positions in Å:
C: 1.928 -1.397 0.061
C: 1.466 -0.111 0.887
C: -0.087 0.208 1.093
C: -0.792 0.469 -0.423
N: -2.156 -0.168 -0.488
C: -0.756 1.876 -0.959
O: -1.496 1.994 -1.926
H: 1.185 -2.149 -0.129
H: 2.339 -1.101 -1.038
H: 2.693 -1.965 0.538
H: 1.933 -0.193 1.901
H: 2.031 0.764 0.398
H: -0.299 1.086 1.802
H: -0.467 -0.664 1.511
H: -0.200 -0.138 -1.185
H: -2.625 -0.198 -1.410
H: -2.766 0.266 0.285
H: -2.050 -1.167 -0.226
H: 0.119 2.586 -0.692

Output
Net charge   +1
SMILES   CCC[C@@H]([NH3+])C=O
Lowest unoccupied orbital energy   -0.155 Ha
Highest occupied orbital energy   -0.539 hartree
Gap between HOMO and LUMO   10.4519 eV

Stability summary - winner: entry R; margin: 0.0109 hartree.